# 1
C20H41BeCsFK2O10S as an isolated structure at a distorted geometry. Source: OMol25; level of theory: ωB97M-V/def2-TZVPD.

Geometry (Å):
C: -3.853 -0.620 2.146
C: -3.566 0.624 1.162
O: -3.028 0.208 -0.108
C: -2.623 1.341 -0.899
C: -3.934 1.810 -1.670
C: -4.028 1.221 -3.131
C: -4.143 -0.361 -3.174
C: -3.422 -1.022 -4.420
C: -1.870 -0.728 -4.413
C: -1.096 -1.484 -5.641
O: 0.211 -0.912 -5.914
C: 1.055 -0.960 -4.728
C: -1.498 0.838 -1.881
C: -0.004 1.019 -1.126
C: 0.195 0.031 0.189
O: 0.907 -0.157 -1.239
H: -4.869 -0.486 2.652
H: -3.894 -1.609 1.583
H: -3.107 -0.693 2.989
H: -4.558 1.183 1.076
H: -2.828 1.315 1.676
H: -3.879 2.950 -1.754
H: -4.886 1.623 -1.074
H: -3.184 1.655 -3.768
H: -4.985 1.634 -3.603
H: -3.691 -0.752 -2.208
H: -5.236 -0.640 -3.183
H: -3.552 -2.149 -4.304
H: -3.871 -0.646 -5.398
H: -1.597 0.373 -4.397
H: -1.427 -1.195 -3.452
H: -1.759 -1.556 -6.555
H: -0.940 -2.577 -5.286
H: 2.134 -1.226 -5.066
H: 0.681 -1.704 -3.935
H: 1.062 0.109 -4.260
H: -1.504 -0.292 -1.983
H: -1.423 1.409 -2.855
H: 0.454 2.096 -1.063
H: 1.195 0.119 0.698
H: -0.300 -0.975 0.053
K: 3.276 0.100 -5.684
Be: -2.309 2.414 -5.220
F: -2.482 -2.782 2.347
C: 6.827 -1.906 -1.853
C: 7.366 -1.593 -3.240
C: 8.886 -1.627 -3.263
O: 6.912 -0.299 -3.649
H: 7.173 -1.166 -1.125
H: 5.734 -1.868 -1.847
H: 7.143 -2.896 -1.520
H: 6.972 -2.317 -3.959
H: 9.302 -0.878 -2.583
H: 9.260 -1.391 -4.262
H: 9.263 -2.609 -2.972
H: 7.255 0.348 -3.020
C: -2.149 3.155 4.250
O: -1.152 3.751 4.651
O: -2.989 3.612 3.445
O: -2.477 1.995 4.581
O: -0.844 1.925 9.013
S: 0.128 0.884 9.211
O: 1.514 1.178 9.459
O: 0.030 -0.165 7.989
C: 0.141 0.333 6.652
C: 1.581 0.644 6.289
C: -0.450 -0.206 10.479
H: -0.500 1.208 6.511
H: -0.233 -0.450 5.990
H: 1.960 1.486 6.871
H: 1.664 0.900 5.231
H: 2.226 -0.212 6.501
H: -1.485 -0.470 10.273
H: -0.377 0.321 11.429
H: 0.182 -1.092 10.496
Cs: -0.682 4.236 -5.950
K: -0.002 -3.373 -3.250

* HOMO level: -7.03 eV
* ΔE to the lowest compared entry with this formula, charge and spin: 115.7 kcal/mol
* electronic energy: -3270.796868 Eh
* net charge: +1

---

# 2
C20H41CrN2P3S as an isolated structure at a distorted geometry. Source: OMol25; level of theory: ωB97M-V/def2-TZVPD.

Geometry (Å):
Cr: 1.694 0.186 0.543
P: 0.156 1.866 1.184
P: -3.890 -1.670 -0.227
P: 3.708 1.238 0.590
H: 1.440 -0.204 -2.105
C: 2.293 -0.145 -1.414
C: 2.548 -1.323 -0.548
H: 2.039 -2.263 -0.802
C: -0.412 3.049 -0.066
C: -1.341 1.101 1.875
C: 0.844 2.836 2.561
C: -5.297 -2.719 -0.568
C: -3.332 -1.892 1.474
C: -4.131 0.029 -0.742
C: 5.205 0.614 -0.232
C: 4.137 1.370 2.327
C: 3.508 2.896 -0.109
H: 3.160 0.313 -1.886
H: 3.540 -1.483 -0.086
H: -0.972 3.884 0.391
H: -1.056 2.557 -0.810
H: 0.451 3.468 -0.601
H: -1.666 1.611 2.795
H: -1.134 0.053 2.137
H: -2.168 1.120 1.155
H: 0.077 3.482 2.992
H: 1.669 3.460 2.223
H: 1.216 2.165 3.337
H: -5.598 -3.222 0.359
H: -4.982 -3.446 -1.332
H: -6.111 -2.079 -0.947
H: -3.693 -1.060 2.093
H: -2.232 -1.948 1.538
H: -3.750 -2.833 1.864
H: -5.179 0.294 -0.533
H: -3.941 0.106 -1.834
H: -3.438 0.713 -0.218
H: 6.044 1.262 0.058
H: 5.084 0.606 -1.323
H: 5.423 -0.413 0.086
H: 5.182 1.689 2.418
H: 4.025 0.387 2.808
H: 3.472 2.078 2.840
H: 4.476 3.235 -0.507
H: 3.141 3.600 0.647
H: 2.787 2.871 -0.940
C: -1.475 -1.252 -2.923
C: -1.249 0.127 -2.752
C: -1.290 0.963 -3.869
C: -1.749 0.442 -5.087
C: -2.080 -0.917 -5.223
C: -2.009 -1.744 -4.123
S: -1.265 -2.488 -1.712
H: -2.555 -2.095 -1.051
H: -1.070 0.523 -1.734
H: -0.985 2.005 -3.792
H: -1.819 1.073 -5.952
H: -2.390 -1.345 -6.181
H: -2.356 -2.787 -4.091
N: 1.139 -2.586 1.733
C: 0.780 -3.175 2.886
C: 0.849 -2.200 3.867
C: 1.279 -1.032 3.249
N: 1.428 -1.259 1.918
H: 1.218 -3.054 0.832
H: 0.496 -4.220 2.937
H: 0.618 -2.329 4.900
H: 1.494 -0.089 3.702

* HOMO level (spin up / spin down): -16.24 / -17.05 eV
* ΔE to the lowest compared entry with this formula, charge and spin: 29.9 kcal/mol
* 2S+1: 4
* electronic energy: -3361.827546 Eh
* net charge: +3

---

# 3
C20H41IrN2O2P3S as an isolated structure at a distorted geometry. Source: OMol25; level of theory: ωB97M-V/def2-TZVPD.

Geometry (Å):
P: -0.426 -0.679 4.284
C: 0.873 -1.941 4.572
H: 0.990 -2.083 5.667
H: 1.815 -1.581 4.111
H: 0.618 -2.909 4.101
C: -0.892 -0.378 6.025
H: -1.872 0.136 6.059
H: -0.106 0.261 6.482
H: -0.941 -1.366 6.538
C: -1.855 -1.789 3.757
H: -2.329 -2.231 4.652
H: -1.495 -2.576 3.075
H: -2.574 -1.164 3.195
P: -2.075 -1.457 -3.700
C: -0.694 -2.570 -4.016
H: -0.731 -2.967 -5.036
H: -0.749 -3.346 -3.232
H: 0.222 -1.978 -3.826
C: -3.622 -2.382 -3.703
H: -4.443 -1.687 -3.450
H: -3.558 -3.090 -2.861
H: -3.810 -2.898 -4.651
C: -2.188 -0.206 -4.998
H: -2.491 -0.628 -5.967
H: -1.208 0.300 -5.060
H: -2.908 0.557 -4.635
P: 1.595 2.877 -0.882
C: 3.275 2.274 -1.136
H: 3.987 3.099 -1.340
H: 3.286 1.571 -1.989
H: 3.609 1.734 -0.228
C: 0.662 3.840 -2.104
H: 0.856 4.938 -2.112
H: -0.428 3.693 -1.918
H: 0.884 3.435 -3.102
C: 1.180 3.464 0.762
H: 1.489 4.507 0.924
H: 1.689 2.845 1.517
H: 0.087 3.389 0.902
Ir: -2.119 1.056 -0.105
C: -1.340 -0.692 -0.129
O: -0.961 -1.784 0.014
C: 0.400 1.396 -0.998
O: 0.607 0.354 -1.590
C: -3.193 2.604 -1.124
C: -2.712 3.054 0.109
C: -2.962 2.289 1.274
C: -3.716 1.101 1.214
C: -4.197 0.691 -0.020
C: -3.889 1.396 -1.185
H: -2.969 3.178 -2.042
H: -2.120 3.970 0.152
H: -2.518 2.556 2.217
H: -3.952 0.538 2.103
H: -4.766 -0.224 -0.064
H: -4.113 0.937 -2.155
C: 3.338 -2.860 -0.445
N: 3.025 -1.470 -0.116
C: 3.492 -0.911 1.030
S: 2.567 0.196 1.915
N: 4.729 -1.295 1.445
C: 5.875 -1.354 0.524
H: 3.967 -3.291 0.346
H: 3.860 -2.889 -1.413
H: 2.405 -3.437 -0.517
H: 2.077 -1.162 -0.362
H: 4.955 -0.841 2.345
H: 6.394 -0.384 0.458
H: 6.569 -2.107 0.925
H: 5.543 -1.630 -0.484

* HOMO level (spin up / spin down): -18.06 / -18.10 eV
* ΔE to the lowest compared entry with this formula, charge and spin: 0.0 kcal/mol
* 2S+1: 6
* electronic energy: -2571.545740 Eh
* net charge: +4

---

# 4
C20H41N2OP3Sn as an isolated structure at a distorted geometry. Source: OMol25; level of theory: ωB97M-V/def2-TZVPD.

Geometry (Å):
Sn: 0.212 -0.158 0.968
P: 1.813 -1.123 2.883
P: 1.610 2.030 0.725
P: -0.876 -2.454 0.552
H: -0.747 1.919 -8.345
C: -1.683 1.373 -8.215
C: -2.840 2.025 -7.918
H: -2.861 3.109 -7.798
C: 3.187 -1.976 2.034
C: 2.575 0.109 3.956
C: 1.058 -2.322 4.000
C: 0.736 2.998 -0.531
C: 1.876 3.142 2.112
C: 3.223 1.590 0.010
C: -2.113 -2.223 -0.737
C: -1.657 -3.353 1.892
C: 0.415 -3.518 -0.163
H: -1.673 0.296 -8.394
H: -3.788 1.489 -7.846
H: 3.892 -2.313 2.812
H: 3.707 -1.295 1.340
H: 2.825 -2.842 1.455
H: 3.161 -0.439 4.711
H: 1.796 0.693 4.467
H: 3.232 0.802 3.413
H: 1.665 -3.238 4.022
H: 0.045 -2.609 3.689
H: 0.995 -1.884 5.007
H: 1.174 4.004 -0.541
H: -0.333 3.066 -0.279
H: 0.819 2.532 -1.523
H: 2.885 3.576 2.006
H: 1.799 2.608 3.074
H: 1.109 3.934 2.082
H: 3.656 2.536 -0.359
H: 3.105 0.891 -0.836
H: 3.878 1.129 0.772
H: -2.753 -3.116 -0.761
H: -1.639 -2.061 -1.715
H: -2.712 -1.332 -0.494
H: -2.431 -3.974 1.414
H: -2.147 -2.667 2.604
H: -0.919 -3.983 2.413
H: -0.125 -4.306 -0.712
H: 1.044 -3.956 0.633
H: 1.050 -2.957 -0.868
C: -0.939 0.495 -1.844
C: 0.253 0.036 -2.459
C: 0.291 -0.079 -3.841
C: -0.861 0.243 -4.577
C: -2.050 0.664 -3.961
C: -2.102 0.792 -2.579
O: -1.051 0.641 -0.511
H: 1.557 -0.799 -0.131
H: 1.135 -0.247 -1.866
H: 1.217 -0.405 -4.318
H: -0.826 0.173 -5.655
H: -2.935 0.902 -4.542
H: -2.980 1.077 -2.003
N: -1.636 0.049 3.618
C: -2.461 0.865 4.316
C: -2.451 2.093 3.630
C: -1.611 1.903 2.541
N: -1.136 0.647 2.514
H: -1.415 -0.900 3.834
H: -2.968 0.503 5.195
H: -2.974 2.991 3.867
H: -1.304 2.601 1.761

* HOMO level (spin up / spin down): -19.35 / -19.35 eV
* ΔE to the lowest compared entry with this formula, charge and spin: 6.2 kcal/mol
* electronic energy: -2208.131097 Eh
* net charge: +4

---

# 5
C20H41N3O5SSbSe4SiTc as an isolated structure. Source: OMol25; level of theory: ωB97M-V/def2-TZVPD.

Geometry (Å):
Tc: 1.305 -2.089 -0.185
N: 1.390 -2.416 1.980
C: 0.226 -3.265 2.326
C: 0.026 -4.283 1.207
O: -0.588 -5.299 1.333
O: 0.603 -3.899 0.079
H: 2.245 -2.951 2.147
H: 1.450 -1.578 2.552
H: -0.665 -2.643 2.356
H: 0.344 -3.764 3.286
Se: 4.661 -4.499 1.622
Sb: 5.951 -5.906 0.269
Se: 3.154 -3.096 -0.964
Se: 2.549 -5.283 -1.378
Se: 4.664 -6.030 -1.963
N: 2.458 -0.394 0.228
C: 3.131 0.553 0.229
N: 3.846 1.618 0.210
C: 3.389 2.805 -0.561
C: 3.761 4.072 0.206
C: 3.560 3.872 1.705
C: 4.496 2.782 2.266
C: 4.953 1.830 1.162
H: 2.307 2.724 -0.677
H: 3.852 2.775 -1.549
H: 3.137 4.886 -0.163
H: 4.792 4.357 -0.009
H: 2.518 3.595 1.889
H: 3.724 4.811 2.230
H: 3.986 2.219 3.049
H: 5.382 3.223 2.725
H: 5.278 0.863 1.543
H: 5.777 2.246 0.583
C: -4.474 -1.470 0.030
C: -3.569 -2.065 -1.034
C: -2.774 -3.234 -0.490
C: -4.349 -2.455 -2.277
O: -2.640 -1.024 -1.480
Si: -1.324 -0.298 -0.944
S: 0.363 -1.384 -1.973
O: -1.092 1.176 -1.501
C: -1.669 1.919 -2.634
C: -0.880 3.216 -2.691
C: -1.479 1.092 -3.895
C: -3.139 2.175 -2.344
O: -0.922 -0.395 0.633
C: -1.227 0.644 1.656
C: -2.568 1.301 1.353
C: -0.098 1.663 1.614
C: -1.303 -0.049 3.004
H: -5.214 -2.205 0.342
H: -5.000 -0.596 -0.356
H: -3.896 -1.182 0.909
H: -3.439 -4.045 -0.197
H: -2.221 -2.921 0.398
H: -2.080 -3.621 -1.236
H: -5.073 -3.233 -2.035
H: -3.678 -2.835 -3.047
H: -4.888 -1.595 -2.673
H: 0.156 3.025 -2.969
H: -0.904 3.717 -1.723
H: -1.315 3.885 -3.433
H: -0.425 0.853 -4.044
H: -1.822 1.655 -4.762
H: -2.058 0.168 -3.846
H: -3.259 2.753 -1.428
H: -3.686 1.237 -2.252
H: -3.578 2.747 -3.162
H: -2.536 1.852 0.416
H: -2.810 2.004 2.150
H: -3.366 0.561 1.311
H: -0.037 2.119 0.624
H: 0.859 1.193 1.849
H: -0.284 2.448 2.347
H: -2.095 -0.798 3.019
H: -1.514 0.686 3.780
H: -0.356 -0.522 3.261

* HOMO level (spin up / spin down): -13.69 / -13.69 eV
* ΔE to the lowest compared entry with this formula, charge and spin: 0.0 kcal/mol
* electronic energy: -11941.326088 Eh
* net charge: +2

---

# 6
A 7-piece molecular cluster, C20H42BFO27S7 overall at a distorted geometry. Source: OMol25; level of theory: ωB97M-V/def2-TZVPD.

Geometry (Å):
C: 6.957 -4.592 2.503
C: 7.632 -5.423 1.397
S: 6.551 -6.708 0.709
C: 5.552 -5.778 -0.474
C: 4.451 -4.907 0.165
O: 3.228 -5.206 -0.483
C: 2.079 -4.950 0.317
B: 2.153 -3.523 1.055
C: 2.391 -3.357 2.593
O: 1.950 -2.411 0.253
C: 1.719 -6.123 1.235
F: 0.749 -6.905 0.583
O: 2.805 -6.938 1.481
C: 2.935 -7.366 2.827
H: 7.727 -4.033 3.044
H: 6.262 -3.868 2.074
H: 6.424 -5.248 3.192
H: 7.865 -4.752 0.565
H: 8.536 -5.888 1.786
H: 6.198 -5.200 -1.138
H: 5.046 -6.552 -1.055
H: 4.733 -3.851 0.026
H: 4.423 -5.167 1.224
H: 1.238 -4.858 -0.382
H: 2.737 -2.365 2.885
H: 3.027 -4.151 2.997
H: 1.411 -3.490 3.067
H: 2.683 -1.785 0.287
H: 1.247 -5.817 2.175
H: 3.773 -8.064 2.851
H: 2.041 -7.892 3.176
H: 3.184 -6.540 3.501
O: 0.314 -1.818 4.106
S: 1.000 -0.649 4.536
O: 2.290 -0.716 5.128
O: 0.012 0.167 5.481
C: -0.189 1.496 4.955
C: -0.020 1.339 3.460
O: 1.056 0.385 3.334
H: 0.576 2.150 5.379
H: -1.179 1.855 5.225
H: 0.244 2.261 2.964
H: -0.907 0.913 2.998
O: -0.790 2.289 1.087
S: -1.602 2.113 -0.074
O: -2.491 3.135 -0.491
O: -2.407 0.749 0.098
C: -2.130 -0.136 -1.001
C: -0.720 0.230 -1.410
O: -0.674 1.661 -1.283
H: -2.850 0.058 -1.797
H: -2.216 -1.169 -0.675
H: -0.483 -0.053 -2.432
H: 0.015 -0.208 -0.729
O: -1.139 3.226 -2.997
S: -2.107 3.467 -4.013
O: -3.453 3.081 -3.821
O: -1.477 2.928 -5.374
C: -1.435 3.963 -6.360
C: -1.278 5.234 -5.552
O: -2.099 5.019 -4.401
H: -2.373 3.945 -6.920
H: -0.603 3.794 -7.038
H: -1.597 6.127 -6.081
H: -0.246 5.362 -5.217
O: -3.121 1.478 5.344
S: -4.217 0.906 6.049
O: -4.805 -0.310 5.627
O: -5.343 2.029 6.204
C: -5.660 2.233 7.588
C: -4.373 1.903 8.317
O: -3.842 0.784 7.595
H: -6.465 1.550 7.862
H: -5.982 3.259 7.746
H: -4.532 1.633 9.357
H: -3.656 2.724 8.258
O: -3.917 -0.669 -5.163
S: -3.877 0.327 -6.175
O: -3.567 1.673 -5.864
O: -5.243 0.252 -7.005
C: -4.977 0.032 -8.395
C: -3.678 -0.747 -8.410
O: -2.906 -0.159 -7.355
H: -4.870 1.002 -8.884
H: -5.801 -0.513 -8.847
H: -3.145 -0.664 -9.352
H: -3.840 -1.801 -8.173
O: -1.358 9.602 -3.005
S: -0.408 8.563 -3.186
O: 0.221 8.339 -4.440
O: -1.053 7.201 -2.669
C: -0.239 6.608 -1.646
C: 0.439 7.791 -0.984
O: 0.730 8.685 -2.071
H: 0.481 5.940 -2.123
H: -0.860 6.037 -0.962
H: 1.355 7.520 -0.469
H: -0.233 8.302 -0.292

* HOMO level: -8.31 eV
* electronic energy: -5730.624893 Eh
* SMILES string: CCSCCO[C@H](B(C)O)[C@@H](F)OC.O=S1(=O)OCCO1.O=S1(=O)OCCO1.O=S1(=O)OCCO1.O=S1(=O)OCCO1.O=S1(=O)OCCO1.O=S1(=O)OCCO1